A molecular structure, C20H20N4OPtS. Source: the OMol25 dataset; level of theory: the ωB97M-V functional and the def2-TZVPD basis.

XYZ file:
```
47
Properties=species:S:1:pos:R:3:mulliken_charge:R:1
C -0.95 1.88 0.25 0.6124
H 3.50 -1.65 -4.52 0.4926
C 1.20 -2.35 -3.56 -0.9744
C -1.76 -1.18 5.08 -0.6346
C -0.14 -2.69 -2.94 -0.7312
C -0.53 3.29 -2.05 -0.8217
H 5.12 0.05 -3.75 0.4742
H 0.75 -4.34 -1.83 0.3279
N -1.66 1.56 2.55 0.1221
O 0.47 -2.72 -0.57 -0.4310
C 2.08 -1.28 -2.97 1.0246
C -1.90 0.93 3.74 0.6161
C -2.30 -0.48 6.13 -0.6854
C 3.29 -1.06 -3.64 -0.8198
C 4.19 -0.11 -3.21 -0.3955
C -0.01 -3.57 -1.72 -0.4641
H -0.71 -1.79 -2.67 0.1403
H -1.51 -2.23 5.18 0.4821
H -1.63 4.89 -1.14 0.5062
C -1.16 1.03 1.41 0.8128
H -3.06 1.42 6.85 0.4822
Pt 0.22 -0.67 -0.62 0.7844
H 2.43 0.95 -0.55 0.4618
H -2.48 -0.98 7.07 0.4799
H -0.95 -4.01 -1.42 0.4425
C 2.70 0.40 -1.44 -0.1261
H 0.30 -3.20 0.24 0.2973
H -1.87 2.56 2.54 0.1137
C -1.46 3.16 0.14 -0.6456
C -2.44 1.61 4.82 -0.8379
C 3.88 0.64 -2.08 -0.8492
H -2.06 3.63 0.91 0.3624
N -0.83 -0.26 1.33 -0.2675
H -2.70 2.66 4.76 0.5074
C -1.24 3.89 -1.03 -0.7109
H 1.82 -3.26 -3.57 0.5054
S -0.93 -1.28 2.56 0.2180
N -0.25 1.30 -0.76 -0.0921
H -0.35 3.81 -2.99 0.4786
H 0.50 1.50 -2.67 0.4641
C -2.64 0.91 6.00 -0.5003
H -0.76 -3.21 -3.67 0.4679
H 4.55 1.39 -1.69 0.4741
H 1.07 -2.10 -4.62 0.5746
C -1.56 -0.48 3.86 1.1918
N 1.81 -0.55 -1.87 -0.1838
C -0.06 1.99 -1.88 0.2541
```

Computed properties:
E_tot (eV): -43110.8405
Spin multiplicity: 1
HOMO-LUMO gap (eV): 3.89
Net charge: +4
LUMO (eV): -16.57
HOMO energy (eV): -20.458
Energy above the lowest of the compared OMol25 structures with the same formula, charge and spin (kcal per mole): 0.0

=====

A molecular structure, C36H60F3N7O9P2RbS. Source: the OMol25 dataset; level of theory: the ωB97M-V functional and the def2-TZVPD basis.

XYZ file:
```
119
Properties=species:S:1:pos:R:3:mulliken_charge:R:1
C -1.43 0.68 4.84 -1.7357
H -0.68 -6.62 2.67 0.4977
H -0.51 4.79 0.49 0.1080
C -3.71 5.10 -5.86 0.7012
H -3.79 -1.97 0.82 0.2242
H -3.51 1.80 1.51 -0.3913
C 3.39 -1.49 5.04 0.7502
C 0.65 -2.16 2.38 0.0990
H -3.74 -1.37 -1.48 0.1101
C 4.14 -0.23 5.42 -1.4561
H 0.47 2.41 5.36 0.3331
H -6.18 1.76 0.96 0.2981
C 2.35 6.57 -0.03 -0.2288
C 3.10 5.49 -0.54 -0.6386
H 3.56 1.56 -5.42 0.3284
C -2.39 -3.37 -4.85 -0.5465
C 0.72 -5.58 1.53 0.8215
C -2.49 3.80 -2.46 -0.4508
C 2.47 4.27 -0.74 -0.1885
H -0.41 3.09 4.00 0.2122
H -5.40 0.47 1.87 0.2550
N -4.06 -0.52 -0.65 -0.9385
H -1.07 0.59 5.87 0.4418
F -4.83 5.71 -5.32 -0.2581
O -2.44 -0.78 2.52 -0.8110
H -1.43 -5.76 1.29 0.2470
C 0.29 2.30 4.30 -1.3728
H 3.73 -0.83 0.15 0.2251
C -3.00 4.28 -4.79 0.5611
H -5.03 -1.51 -3.63 0.3183
N -4.36 2.28 1.86 0.4433
H 3.22 -1.10 -6.09 0.3089
H -1.34 1.34 -4.29 0.5070
C -0.26 0.95 3.93 1.8105
C 0.51 5.03 0.21 -0.0052
C 3.22 -1.21 -4.99 -0.8900
O -2.37 0.91 0.94 -0.3217
H 2.80 7.57 0.07 0.3481
C -2.34 3.06 -5.14 -0.5707
H 2.36 -0.90 -2.46 0.0260
C -3.29 -1.93 -2.58 -0.0927
H 4.04 -3.62 5.23 0.3529
O 1.93 1.08 -2.49 -0.6404
F -2.95 6.11 -6.41 -0.2395
C 2.54 1.16 -5.20 -0.9328
H 0.78 -2.96 3.15 0.4125
H 4.08 -5.06 0.07 0.2311
N -3.53 -1.01 0.58 0.1642
C 1.09 -6.73 0.63 -1.3299
H 3.23 -3.09 -1.01 0.3658
H 5.49 -4.21 -0.49 0.4050
H 4.92 -2.69 4.02 0.1527
H 1.06 -7.71 1.13 0.3886
O 0.87 -2.07 -0.41 -0.8901
C -2.07 -2.56 -2.58 -0.0038
C 4.68 -4.15 0.20 -1.4428
N 2.52 -0.09 -4.42 0.2541
H 2.10 1.93 -4.57 0.2464
H 4.72 -0.32 6.33 0.4866
C 3.75 -2.99 -0.06 0.6736
C -3.61 -2.69 -4.86 -0.4728
H 1.47 -5.36 2.28 0.2235
O 0.61 -4.36 0.62 -0.0612
H -6.21 1.81 2.83 0.4505
O 1.99 0.21 1.93 -0.7357
H -6.16 3.86 2.42 0.2218
C -2.70 -0.27 1.39 0.2168
P 1.61 -0.70 3.02 -0.2409
H -1.46 -2.57 -1.63 0.2166
C -1.82 2.30 -4.08 -0.3646
H 0.40 7.12 0.82 0.4190
C -4.15 3.54 2.19 0.5004
H 5.12 -1.63 0.90 0.3363
H -0.75 -3.87 -3.56 0.4165
H 2.98 3.35 -1.04 0.3057
H 5.14 -2.50 5.82 0.4705
P 1.19 -2.88 0.78 0.7529
H 5.08 -4.09 1.19 0.2230
C 4.43 -1.65 0.08 -1.2748
H 4.89 0.05 4.66 0.2574
C -0.67 -5.73 2.10 -1.4138
H 2.10 -6.59 0.21 0.1993
C -1.66 -3.33 -3.67 -0.3687
H -2.10 -3.89 -5.78 0.3233
H 2.06 1.01 -6.18 0.3149
H -0.42 -1.87 2.21 -0.2456
C -3.06 4.70 -3.40 -0.7262
N -5.24 4.19 2.76 -0.5194
C 1.02 6.33 0.41 -0.6033
H -2.15 1.47 4.75 0.3457
H -5.21 5.21 2.88 0.2530
S -2.57 4.21 2.10 -0.3788
N 1.20 4.04 -0.33 0.0485
O 2.75 -3.14 1.01 -0.1521
H -4.24 -2.68 -5.69 0.4366
H -0.48 0.92 2.87 -0.3039
H 0.41 -6.75 -0.20 0.3152
C 4.42 -2.64 5.03 -1.3591
C -5.63 1.53 1.94 -1.0672
H -3.46 5.65 -3.13 0.4588
H 4.14 5.66 -0.85 0.3726
H 2.75 -2.19 -4.67 0.2504
H 1.27 2.50 3.80 0.2649
O 0.81 -0.02 4.21 -0.4413
H 3.48 0.66 5.54 0.2920
C -4.06 -2.03 -3.72 -0.5785
N -1.90 2.68 -2.85 -0.1434
H -1.90 -0.24 4.56 0.3512
H -3.45 0.21 -1.01 0.2177
Rb 0.37 0.68 -0.13 0.5802
H -2.29 2.70 -6.19 0.3408
O 2.84 -1.32 3.71 0.3604
H 2.59 -1.69 5.73 0.2744
H -2.52 4.00 -1.39 0.4470
C 2.29 -0.01 -3.08 0.4974
H 4.28 -1.27 -4.68 0.3121
F -4.13 4.26 -6.91 -0.2670
H 5.03 -1.44 -0.82 0.3997
H -0.93 -4.91 2.74 0.3182
```

Computed properties:
E_tot (eV): -105389.3681
Spin multiplicity: 1
HOMO-LUMO gap (eV): 3.25
Net charge: -1
LUMO (eV): 1.65
HOMO energy (eV): -1.601
Energy above the lowest of the compared OMol25 structures with the same formula, charge and spin (kcal per mole): 16.7